Arrangement i

Computed, not measured: an isolated ion of composition C6H13N and charge +1, with ωB97M-V/def2-TZVPD.

Element x y z (Å)
H 1.44282 1.38555 -0.23578
N 0.15645 -0.05547 0.54860
H 1.68162 0.99387 1.48931
C 2.59221 -0.39304 0.10152
H 2.47322 -0.60996 -0.95713
H -0.57882 1.93539 0.42950
C -2.09784 0.59526 -0.15145
H -2.51966 1.38562 -0.76278
C 1.46496 0.58037 0.50097
C -0.92074 0.95559 0.76200
H -1.13561 0.99588 1.82487
C -1.59312 -0.54648 -1.04463
C -0.37490 -1.14314 -0.28965
H 3.56165 0.01116 0.37290
H -2.89857 0.23210 0.49804
H -2.26616 -1.38754 -1.17974
H -1.21574 -0.20026 -2.00471
H 2.47937 -1.30793 0.68837
H -0.66766 -1.94920 0.36880
H 0.41650 -1.47776 -0.95902

Net charge: +1
Orbital gap (alpha / beta), eV: 12.93 / 9.04
Multiplicity: 2
<S²>: 0.754

***

Arrangement ii

Computed, not measured: an isolated ion of composition C6H13N and charge +1, with ωB97M-V/def2-TZVPD.

Element x y z (Å)
N -0.92989 -0.21333 -0.26843
H 0.84237 -1.46342 1.86996
C -1.48592 -0.16340 -1.64858
H 1.47442 -2.51246 0.66179
C 0.50312 1.46124 0.84859
H -1.58932 0.91624 1.30431
H -0.79349 -0.67642 -2.34844
C 1.37530 0.45278 0.15669
H -1.38032 1.88107 -0.20294
H 0.61526 2.48122 0.36773
H 2.27317 0.35809 0.79431
C 0.47247 -0.78032 -0.19328
C 0.61362 -1.84986 0.88436
H 1.75288 0.67850 -0.83804
H 0.59526 1.73394 1.87463
H -0.29148 -2.43706 1.12834
H -2.36671 -0.79821 -1.62233
H -1.51672 0.87110 -1.94309
H 0.81806 -1.04641 -1.23764
C -0.98208 1.10671 0.41204

Net charge: +1
Orbital gap (alpha / beta), eV: 12.57 / 7.81
Multiplicity: 2
<S²>: 0.754

***

Tell me which of them is the least stable. Sure, it is arrangement ii.

***

Arrangement i

Computed, not measured: one molecule with the formula CH3NS2, with ωB97M-V/def2-TZVPD.

Element x y z (Å)
C 0.73925 -0.45448 0.32001
S -0.73159 -0.08177 -1.88668
S 0.54396 -0.12498 2.00098
H -0.42728 0.47830 1.41173
H -1.45915 1.05499 -1.68066
N -0.19306 0.19664 -0.27015
H 1.52789 -1.06871 0.10479

SMILES: S/C=N/S
Orbital gap, eV: 9.16
Multiplicity: 1

***

Arrangement ii

Computed, not measured: a 2-piece molecular cluster, CH3NS2 overall, with ωB97M-V/def2-TZVPD.

Element x y z (Å)
H -1.19415 -1.25721 0.97611
C -0.72700 -0.36685 1.17358
H 1.55099 -0.63860 -2.05750
S 0.28548 -0.01954 -1.93003
N 0.67053 0.30863 -0.33164
S -1.08053 0.69354 2.27678
H 0.49469 1.28002 -0.10731

Orbital gap (alpha / beta), eV: 7.46 / 7.46
Multiplicity: 1

***

Arrangement iii

Computed, not measured: a 2-piece molecular cluster, CH3NS2 overall, with ωB97M-V/def2-TZVPD.

Element x y z (Å)
S 3.09042 0.37469 0.62545
N 1.80890 1.44328 -1.53359
H -0.13578 -1.17792 0.66719
S -0.71462 -2.25121 0.42202
H -0.57133 -2.56935 1.70072
H 2.06607 2.13928 -2.19289
C 2.56710 0.93585 -0.69320

SMILES: N=C=S.S
Orbital gap, eV: 10.03
Multiplicity: 1

***

Arrangement iv

Computed, not measured: CH3NS2 as an isolated structure, with ωB97M-V/def2-TZVPD.

Element x y z (Å)
S 1.71768 1.28343 0.87648
H -2.20746 -1.40106 1.59358
S -0.74625 -0.62389 0.08773
N -1.39194 -0.70932 1.47831
H 1.27604 0.60669 -2.49185
C 0.47840 0.42984 0.31275
H 0.87353 0.41431 -1.85700

Orbital gap (alpha / beta), eV: 6.27 / 6.27
Multiplicity: 1

***

Tell me which of them is the least stable. Sure, it is arrangement iv.